A single C3H3NO2S molecule. Source: the OMol25 dataset; level of theory: ωB97M-V/def2-TZVPD.

XYZ file:
```
10
Properties=species:S:1:pos:R:3:forces:R:3
S -1.5743 -0.9524 -0.2955 -0.946 0.651 -0.728
O 1.7743 0.0837 -0.8228 -0.422 1.268 -1.212
O -0.1249 0.7835 0.9146 -0.078 1.264 -0.733
N -1.6011 0.6804 -0.8877 2.729 1.234 1.739
C -0.0903 -0.5685 0.6184 0.469 -0.839 -0.696
C -0.7036 1.3624 -0.1769 -3.708 -3.400 -1.794
C 1.1805 -0.7926 -0.3055 2.598 -3.183 3.779
H -0.2648 -1.1131 1.5328 1.294 -0.503 0.327
H -0.5110 2.3236 -0.5113 0.655 1.897 0.243
H 1.9153 -1.8070 -0.0661 -2.592 1.611 -0.926
```
Forces are in eV/Å.

Properties
LUMO ... 0.3 eV
F_max ... 0.109 hartree/bohr
Energy relative to the best compared isomer or geometry (same formula, charge and spin) ... 349.0 kJ/mol
Structure (SMILES) ... O=C[C@H]1OC=NS1
Total charge ... 0